A molecular structure, C33H37N6O6PS3Ti, computed with ωB97M-V/def2-TZVPD.

The value obtained for the frontier orbital gap is 0.27326 Ha. The calculation puts the energy at -120963.1327 eV. The calculation puts the energy relative to the best compared isomer or geometry (same formula, charge and spin) at 0.0 kJ/mol. Its HOMO energy is -7.8112 eV. As for the spin multiplicity: 1. For the maximum force, the calculation gives 0.009 hartree/bohr.

Last column: Mulliken charge in e.
Element x y z (Å)
Ti (0.333, -0.983, -0.507)  -0.779
O (5.873, -1.077, -0.683)  -0.684
C (5.543, 0.189, -0.384)  0.447
C (6.584, 1.104, -0.219)  -0.724
C (6.315, 2.425, 0.074)  -0.299
C (5.002, 2.872, 0.211)  -0.902
C (3.970, 1.970, 0.061)  -0.249
C (4.214, 0.625, -0.230)  -0.565
C (3.069, -0.291, -0.369)  1.098
O (1.881, 0.150, -0.088)  0.144
N (3.296, -1.524, -0.739)  -1.472
N (2.113, -2.233, -0.816)  1.248
C (2.186, -3.473, -1.096)  -0.520
C (1.026, -4.342, -1.197)  1.009
C (1.208, -5.677, -1.565)  -0.967
C (0.136, -6.543, -1.660)  -0.801
C (-1.144, -6.073, -1.379)  -0.556
C (-1.355, -4.757, -1.012)  -0.972
C (-0.274, -3.882, -0.922)  0.358
O (-0.487, -2.621, -0.565)  0.912
H (5.033, -1.584, -0.792)  0.557
H (7.598, 0.744, -0.333)  0.441
H (7.138, 3.119, 0.193)  0.378
H (4.794, 3.910, 0.431)  0.444
H (2.942, 2.289, 0.149)  0.441
H (3.169, -3.909, -1.262)  0.313
H (2.213, -6.026, -1.775)  0.422
H (0.291, -7.574, -1.947)  0.402
H (-1.990, -6.746, -1.447)  0.439
H (-2.341, -4.373, -0.784)  0.443
O (0.981, -0.825, -2.403)  -0.156
N (0.429, -0.131, -3.394)  0.216
C (1.174, 0.083, -4.497)  -0.267
C (0.641, 0.748, -5.563)  -0.862
C (-0.685, 1.196, -5.482)  -0.251
C (-1.413, 0.977, -4.342)  -1.034
C (-0.840, 0.299, -3.250)  0.387
S (-1.576, 0.008, -1.749)  -0.147
H (2.179, -0.308, -4.444)  0.527
H (1.246, 0.916, -6.441)  0.422
H (-1.131, 1.719, -6.317)  0.409
H (-2.432, 1.321, -4.241)  0.474
C (-2.252, 1.884, 4.249)  -1.171
C (-2.956, 0.547, 4.111)  0.391
C (-2.101, -0.614, 4.576)  -1.258
O (-3.438, 0.423, 2.748)  -0.383
P (-2.877, -0.432, 1.523)  0.918
S (-3.093, -2.366, 1.686)  -0.612
S (-0.984, 0.284, 1.266)  0.200
O (-3.837, 0.053, 0.364)  -0.397
C (-4.372, 1.365, 0.047)  0.504
C (-3.408, 2.510, 0.280)  -0.281
C (-5.686, 1.541, 0.785)  -1.552
H (-1.975, 2.063, 5.289)  0.507
H (-2.906, 2.693, 3.919)  0.283
H (-1.349, 1.892, 3.638)  0.139
H (-3.878, 0.555, 4.695)  0.323
H (-1.167, -0.673, 4.015)  0.138
H (-2.629, -1.562, 4.479)  0.326
H (-1.861, -0.448, 5.628)  0.529
H (-4.566, 1.279, -1.024)  0.366
H (-3.170, 2.619, 1.339)  -0.013
H (-3.883, 3.431, -0.064)  0.626
H (-2.480, 2.371, -0.271)  -0.326
H (-5.510, 1.621, 1.857)  0.194
H (-6.345, 0.693, 0.601)  0.366
H (-6.181, 2.451, 0.439)  0.472
N (0.122, -2.659, 2.205)  -0.160
C (0.616, -3.046, 3.389)  -0.399
C (1.862, -2.468, 3.516)  -1.064
C (2.027, -1.725, 2.339)  -0.555
N (0.961, -1.847, 1.559)  1.237
H (-0.834, -2.777, 1.859)  -0.295
H (0.048, -3.684, 4.044)  0.503
H (2.553, -2.564, 4.335)  0.443
H (2.861, -1.112, 2.045)  0.395
C (-0.940, 5.152, -0.391)  -0.296
C (-0.954, 4.830, -1.741)  -0.714
C (-0.283, 3.689, -2.153)  -0.148
N (0.374, 2.878, -1.326)  0.057
C (0.374, 3.196, -0.034)  0.057
C (-0.262, 4.318, 0.480)  -1.261
H (-1.452, 6.035, -0.028)  0.407
H (-1.470, 5.450, -2.462)  0.422
H (-0.272, 3.413, -3.203)  0.340
H (0.896, 2.511, 0.624)  0.591
H (-0.230, 4.519, 1.543)  0.423